No. 1
This record from the Open Molecules 2025 dataset describes C27H45As2N8O2PSTi as an isolated structure. The level of theory is wB97M-V/def2-TZVPD.

Atoms and positions in Å:
Ti 0.5373 -0.1294 0.1884
N 1.2644 0.5701 -3.9012
C 0.7112 0.3692 -2.6524
S 0.9088 1.6600 -1.4867
N 0.0787 -0.7427 -2.4696
N -0.6820 -0.8219 -1.3156
C -0.5606 -1.9657 -0.5985
C 0.4832 -2.9485 -0.9436
C 0.2144 -4.2306 -1.4036
C 1.2346 -5.0558 -1.8569
C 2.5378 -4.5759 -1.8667
C 2.8314 -3.3078 -1.3883
C 1.8186 -2.4901 -0.8751
O 2.0945 -1.3179 -0.3169
H 2.0687 1.1743 -3.9219
H 1.3419 -0.2723 -4.4519
H -1.4596 -2.2742 -0.0685
H -0.8145 -4.5712 -1.4404
H 1.0119 -6.0487 -2.2241
H 3.3385 -5.1989 -2.2468
H 3.8498 -2.9356 -1.3833
C -2.7283 3.4092 -3.5388
As -2.4965 1.4616 -3.3541
C -2.3374 1.0825 -5.2770
C -4.4071 1.0408 -3.0996
C -5.2273 0.6428 -4.1543
C -6.5597 0.3171 -3.9483
C -7.0974 0.3857 -2.6729
C -6.2899 0.7722 -1.6146
C -4.9497 1.0955 -1.8103
As -3.8132 1.6034 -0.2852
C -5.1524 2.6397 0.7274
C -3.9948 -0.0618 0.7391
H -3.4630 3.6530 -4.3063
H -1.7640 3.8481 -3.7956
H -3.0515 3.8224 -2.5833
H -3.0497 1.6419 -5.8841
H -2.4528 0.0140 -5.4567
H -1.3231 1.3649 -5.5605
H -4.8262 0.5806 -5.1573
H -7.1752 0.0098 -4.7848
H -8.1369 0.1356 -2.5009
H -6.7184 0.8140 -0.6196
H -6.0192 2.0484 1.0220
H -5.4847 3.4828 0.1224
H -4.6730 3.0272 1.6276
H -4.9924 -0.4838 0.6221
H -3.8146 0.1578 1.7923
H -3.2474 -0.7714 0.3880
C 4.2847 0.7036 -0.0089
N 4.4176 -0.0109 1.2550
C 5.6877 -0.6944 1.4163
P 3.2031 -0.0759 2.3535
O 1.9067 0.4340 1.8010
N 3.5051 0.8525 3.7104
C 4.7478 0.6358 4.4350
C 3.1226 2.2577 3.6576
N 3.2305 -1.6101 2.9736
C 3.2910 -2.7591 2.0687
C 2.4065 -1.8844 4.1451
H 4.3616 0.0026 -0.8428
H 5.0715 1.4596 -0.0878
H 3.3130 1.1841 -0.0850
H 5.8250 -1.4368 0.6230
H 5.7390 -1.2044 2.3753
H 6.5133 0.0206 1.3565
H 4.9770 -0.4267 4.4837
H 4.6412 1.0099 5.4556
H 5.5939 1.1578 3.9703
H 2.1817 2.3655 3.1245
H 3.8848 2.8720 3.1624
H 3.0008 2.6304 4.6771
H 3.7927 -2.5004 1.1433
H 2.2886 -3.1063 1.8019
H 3.8276 -3.5706 2.5654
H 2.4119 -1.0344 4.8224
H 2.8071 -2.7562 4.6657
H 1.3716 -2.1083 3.8583
N -1.1502 1.4617 3.7207
C -0.9921 2.6371 3.0201
C -0.8022 2.2705 1.7266
N -0.8436 0.8976 1.6258
C -1.0474 0.4455 2.8422
H -1.3100 1.3704 4.7085
H -1.0375 3.5993 3.4961
H -0.6423 2.8831 0.8552
H -1.1436 -0.5927 3.1146

Its charge is 0. Its relative energy (zero: lowest compared OMol25 entry of this formula, charge and spin) is 49.94 kcal/mol. The LUMO energy (alpha / beta) is 0.0040 / 0.0035 Ha. For the maximum force, the calculation gives 0.79 eV/Å. Its spin multiplicity is 3. The calculation puts the HOMO energy (alpha / beta) at -6.1 / -6.9 eV.

***

No. 2
This record from the Open Molecules 2025 dataset describes C4H9N3O as an isolated structure in a non-equilibrium geometry. The level of theory is wB97M-V/def2-TZVPD.

Atoms and positions in Å:
C -2.3839 1.5658 -0.0933
C -0.3315 0.2964 -0.2966
C 1.3695 -0.2576 1.4704
C 2.6309 -0.7174 1.9165
H -2.6023 1.6754 -1.2702
H -2.4606 2.4097 0.8068
H -3.2893 0.6584 0.3114
H 1.0019 -1.2589 -0.2367
H 0.7825 0.2769 2.1385
H 3.1573 -0.4687 2.9884
H 2.8627 -1.5817 1.0878
H -0.3735 -2.1689 -1.9428
H 0.4495 -1.1154 -3.2151
N 0.6638 -0.5213 0.2869
N -0.6928 -0.0994 -1.4778
N 0.3179 -1.2262 -2.0499
O -1.1576 1.1473 0.5043

Its charge is 0. Its relative energy (zero: lowest compared OMol25 entry of this formula, charge and spin) is 172.50 kcal/mol. The LUMO energy is 0.0327 Ha. For the maximum force, the calculation gives 5.19 eV/Å. The calculation puts the HOMO energy at -8.3 eV.

***

No. 3
This record from the Open Molecules 2025 dataset describes a single C20H20ClN3O2 molecule in a non-equilibrium geometry. The level of theory is wB97M-V/def2-TZVPD.

Atoms and positions in Å:
C -3.9232 -0.5667 5.7736
C -2.8282 0.4472 5.4701
C -1.8210 -0.1100 4.4632
N -0.7789 0.8435 4.1602
C -0.6163 1.3953 2.9371
O -1.2984 1.0953 1.9810
C 0.5090 2.4231 2.8893
C 1.0213 2.6349 1.4637
N 1.3254 1.3774 0.8028
N 0.6519 1.1794 -0.3206
C 0.7504 0.0724 -0.9797
C -0.0848 -0.0303 -2.1872
C -0.8913 -1.1430 -2.4107
C -1.6816 -1.2230 -3.5421
C -1.6680 -0.1826 -4.4574
Cl -2.6437 -0.2859 -5.8808
C -0.8888 0.9432 -4.2409
C -0.1061 1.0159 -3.1049
C 1.6376 -0.9844 -0.5567
C 1.8695 -2.1623 -1.2789
C 2.7495 -3.1066 -0.8021
C 3.4290 -2.9052 0.3986
C 3.2405 -1.7408 1.1060
C 2.3548 -0.7701 0.6337
C 2.1961 0.4795 1.3796
O 2.7886 0.7451 2.4146
H -3.4966 -1.4761 6.1910
H -4.4619 -0.8258 4.8656
H -4.6316 -0.1589 6.4902
H -3.2708 1.3573 5.0611
H -2.3069 0.7117 6.3938
H -1.3710 -1.0289 4.8556
H -2.3179 -0.3360 3.5171
H -0.1831 1.1339 4.9189
H 1.3317 2.0891 3.5217
H 0.1311 3.3732 3.2725
H 1.9243 3.2522 1.4928
H 0.2578 3.1099 0.8465
H -0.9250 -1.9382 -1.6812
H -2.3095 -2.0836 -3.7124
H -0.8987 1.7517 -4.9550
H 0.5013 1.8880 -2.9197
H 1.3655 -2.3158 -2.2208
H 2.9211 -4.0116 -1.3665
H 4.1121 -3.6582 0.7621
H 3.7679 -1.5420 2.0266

Its charge is 0. Its relative energy (zero: lowest compared OMol25 entry of this formula, charge and spin) is 21.50 kcal/mol. The LUMO energy is 0.0140 Ha. For the maximum force, the calculation gives 1.21 eV/Å. As for the structure (SMILES): CCCNC(=O)CCn1nc(-c2ccc(Cl)cc2)c2ccccc2c1=O. The calculation puts the HOMO energy at -8.3 eV.

***

No. 4
This record from the Open Molecules 2025 dataset describes a 2-piece molecular cluster, C25H34Cl2N2O4S2 overall. The level of theory is wB97M-V/def2-TZVPD.

Atoms and positions in Å:
C -3.6486 -6.5645 -2.4831
C -2.3425 -5.7641 -2.4727
Cl -1.4079 -6.0921 -3.9694
C -2.5619 -4.2434 -2.3264
Cl -3.7698 -3.6709 -3.4878
C -1.2538 -3.4715 -2.4064
C -0.9144 -2.6297 -3.4607
C 0.3114 -1.9467 -3.5077
C 0.5789 -1.0503 -4.6953
C 0.4814 0.4611 -4.4367
C -0.4950 0.7925 -3.3212
S -0.8015 2.5699 -3.3892
C -1.7622 2.8528 -1.8901
S -3.3499 2.5848 -1.8837
N -1.1022 3.3672 -0.7580
C -0.8849 4.8025 -0.8091
C -0.4920 5.2572 0.6262
O -0.2546 4.1463 1.4549
C 0.7243 3.3246 0.8394
C 0.1220 2.6536 -0.4178
C 1.2232 -2.1655 -2.4621
C 0.8818 -3.0212 -1.4063
C -0.3537 -3.6548 -1.3542
C 1.8765 -3.2723 -0.3329
O 1.5648 -3.5026 0.8018
C 3.2861 -3.2232 -0.7792
C 3.6166 -2.4121 -1.7766
C 2.5780 -1.5549 -2.3968
O 2.8303 -0.4398 -2.7623
H -3.7877 -7.0097 -3.4588
H -3.5608 -7.3930 -1.7878
H -4.4922 -5.9372 -2.2310
H -1.7277 -6.0571 -1.6321
H -2.9413 -4.0702 -1.3227
H -1.6106 -2.5002 -4.2712
H -0.1698 -1.2920 -5.4447
H 1.5361 -1.3159 -5.1374
H 1.4403 0.9096 -4.2175
H 0.1277 0.9284 -5.3555
H -0.0575 0.5215 -2.3641
H -1.4184 0.2296 -3.4328
H -0.0780 5.0866 -1.4933
H -1.7998 5.2994 -1.1109
H 0.4200 5.8615 0.5915
H -1.2670 5.8646 1.0803
H 1.0116 2.5940 1.5848
H 1.5741 3.9621 0.5838
H 0.8553 2.6551 -1.2293
H -0.1493 1.6324 -0.1635
H -0.5831 -4.2836 -0.5067
H 3.9874 -3.8613 -0.2654
H 4.6337 -2.3445 -2.1262
C 0.7506 2.9060 7.7344
O 1.7485 2.1172 7.1155
C 1.2783 1.1204 6.2302
C 0.8642 1.6122 4.8369
C -0.4656 2.3609 4.7918
N 1.8950 2.4476 4.2123
H -0.1328 2.3104 7.9829
H 0.4594 3.7525 7.1093
H 1.1758 3.3021 8.6562
H 2.1212 0.4358 6.1052
H 0.4671 0.5482 6.7020
H 0.7487 0.7148 4.2209
H -0.3654 3.3924 5.1257
H -0.8377 2.4010 3.7680
H -1.2206 1.8690 5.4087
H 2.7507 1.9091 4.1092
H 2.1389 3.1876 4.8650

Its charge is 0. The LUMO energy is -0.0396 Ha. For the maximum force, the calculation gives 0.99 eV/Å. As for the structure (SMILES): C[C@@H](Cl)[C@H](Cl)c1cc(CCCSC(=S)N2CCOCC2)c2c(c1)C(=O)C=CC2=O.COC[C@@H](C)N. The calculation puts the HOMO energy at -8.2 eV.

***

No. 5
This record from the Open Molecules 2025 dataset describes C28H19Cl2N4O7Y as an isolated structure. The level of theory is wB97M-V/def2-TZVPD.

Atoms and positions in Å:
Y -0.3556 0.1439 -0.0100
C -4.2942 -0.7074 1.2104
C -2.8109 -0.8208 1.4521
O -2.1145 -1.1961 0.4368
C -2.3068 -0.5378 2.7080
C -0.9304 -0.6668 3.0987
C -0.5949 -0.7179 4.5630
N 0.0073 -0.7095 2.2027
N 1.3068 -0.9470 2.6513
C 2.1652 -0.5571 1.7485
O 1.8687 0.0238 0.6399
C 3.6099 -0.8059 2.0426
C 4.0227 -1.4530 3.2069
C 5.3694 -1.6703 3.4461
C 6.3231 -1.2447 2.5255
C 5.9163 -0.6007 1.3662
C 4.5656 -0.3826 1.1264
H -4.4592 0.0678 0.4586
H -4.8444 -0.4551 2.1157
H -4.6607 -1.6505 0.7989
H -3.0105 -0.2765 3.4860
H -1.4999 -0.7106 5.1677
H 0.0282 0.1375 4.8298
H -0.0088 -1.6130 4.7748
H 3.2639 -1.7711 3.9091
H 5.6855 -2.1717 4.3536
H 7.3769 -1.4137 2.7139
H 6.6549 -0.2663 0.6472
H 4.2235 0.1161 0.2292
O -2.5413 5.9619 3.9226
C -1.4480 5.3963 4.1103
O -0.5896 5.5813 4.9985
C -1.0908 4.2904 3.0819
C 0.0802 3.5502 3.2220
C 0.3784 2.5682 2.2982
N -0.4196 2.2805 1.2635
C -1.5480 2.9914 1.1188
C -1.9122 3.9963 1.9996
C -2.4294 2.5835 -0.0619
O -3.4315 3.2394 -0.3110
O -2.0156 1.5425 -0.6901
H 0.7339 3.7651 4.0562
H 1.2784 1.9689 2.3820
H -2.8341 4.5384 1.8496
Cl 0.6341 0.6100 -5.1852
C 0.6959 -0.8906 -4.3095
C 0.9319 -2.0763 -5.0153
C 0.9996 -3.2792 -4.3740
Cl 1.3068 -4.7357 -5.3043
C 0.8159 -3.3612 -2.9759
C 0.8448 -4.5479 -2.2114
C 0.6210 -4.4928 -0.8641
C 0.3542 -3.2524 -0.2586
N 0.3381 -2.1358 -0.9418
C 0.5712 -2.1606 -2.2749
C 0.5316 -0.8590 -2.9211
O 0.3311 0.1918 -2.2279
H 1.0632 -2.0309 -6.0882
H 1.0399 -5.4929 -2.7011
H 0.6369 -5.3913 -0.2616
H 0.1434 -3.1732 0.8023

Its charge is -2. Its relative energy (zero: lowest compared OMol25 entry of this formula, charge and spin) is 0.00 kcal/mol. The LUMO energy is 0.1353 Ha. For the maximum force, the calculation gives 0.50 eV/Å. The calculation puts the HOMO energy at -2.8 eV.

***

No. 6
This record from the Open Molecules 2025 dataset describes a 2-piece molecular cluster, C5H14N3 overall in a non-equilibrium geometry. The level of theory is wB97M-V/def2-TZVPD.

Atoms and positions in Å:
C 0.0718 -1.8236 0.9085
C 0.9923 -1.0524 1.5213
N 0.7324 0.0108 2.3306
C 1.6231 1.1231 2.5599
H -0.9752 -1.6651 1.1520
H 0.3463 -2.7146 0.3676
H 2.0442 -1.1427 1.2565
H -0.2444 0.1104 2.5656
H 1.6657 1.3746 3.6194
H 2.6335 0.8105 2.2953
H 1.3563 1.9976 1.9669
C -1.1376 -1.0241 -2.9709
N -0.8672 -0.2838 -1.7617
C -0.8667 1.0720 -1.7189
N -0.7224 1.7875 -0.5280
H -1.9193 -1.7647 -2.7912
H -0.2449 -1.5089 -3.3689
H -1.5340 -0.3215 -3.7024
H -0.5149 -0.7773 -0.9637
H -1.0613 1.6919 -2.5815
H -0.4059 1.3477 0.3110
H -0.9717 2.7526 -0.4674

Its charge is 0. Its relative energy (zero: lowest compared OMol25 entry of this formula, charge and spin) is 16.66 kcal/mol. The LUMO energy (alpha / beta) is 0.0383 / 0.0371 Ha. For the maximum force, the calculation gives 2.19 eV/Å. Its spin multiplicity is 2. The calculation puts the HOMO energy (alpha / beta) at -4.1 / -8.1 eV.

***

Q: charge of number 3 (C20H20ClN3O2)?
A: 0

***

Q: The lowest charge belongs to which entry?
A: C28H19Cl2N4O7Y

***

Q: Which of these has the lowest maximum force?
A: C28H19Cl2N4O7Y